Density functional theory data (ωB97M-V/def2-TZVPD) for a 5-piece molecular cluster, C40H74ClFI2NO9P overall at a distorted geometry.

Structure (XYZ):
```
129
C40H74ClFI2NO9P, DFT ωB97M-V/def2-TZVPD
C -1.4579 -1.1929 -2.2481
H -1.3472 -5.6859 -4.3914
C -0.5554 -4.0673 -9.6962
I 0.6251 1.7205 2.9938
H -1.6268 5.1163 2.3230
C 6.9414 1.4260 6.5569
C -3.4181 1.9881 3.7951
H 5.0859 2.5336 6.7272
H -0.7262 -0.7721 2.1469
H -3.3618 4.0072 4.7331
C -7.5148 -0.5387 -1.9074
H 6.4533 3.2707 7.5899
H -1.5816 -4.0227 -9.3218
H 4.3577 -0.9462 0.6999
H -3.9722 -4.2678 5.3267
C -2.2628 0.1170 0.8064
H 3.7937 3.8935 -4.9867
H 8.0096 1.6441 6.4733
H 6.5022 -0.2225 2.1409
H 1.6796 -5.4336 -10.6068
Cl -1.0826 -4.0081 -2.1503
H 2.9364 0.6092 2.0736
C 0.2015 -0.6173 -3.9771
H -2.6769 -3.9646 6.5889
H -4.5750 -0.1094 0.9378
H 7.2543 -0.4220 7.6349
C -2.6004 3.1627 4.5442
H -2.1726 2.8482 5.5530
C -6.9156 0.8331 -1.6385
C -2.9635 -3.7637 5.4989
H -2.1310 5.7349 0.7366
H 7.0044 0.9909 8.6818
C 4.0798 1.0857 -0.2751
P -3.7266 -0.5507 3.2251
H -0.2971 -6.1512 -9.2313
C 6.6981 0.5124 7.7480
C 2.5583 -2.4330 1.9762
H -4.4508 1.9457 4.2793
H 6.3384 3.3673 5.8200
F 5.3021 2.5109 -4.4011
C -0.2519 -2.9858 -3.4293
O -6.7861 -1.1769 -2.9539
I 3.1775 -0.8851 4.5469
H -3.1489 7.0660 3.8929
H 2.9656 -0.0392 -4.2442
H -8.5471 -0.4281 -2.2507
C 4.0519 3.1649 -4.1303
H -4.1074 5.0558 2.1329
H -0.0934 -3.1009 -9.4699
C -0.2625 -3.7123 -4.8948
H 2.1817 -6.0826 -9.0316
H -0.5842 -4.1945 -10.7813
C 2.6252 0.4899 -0.6649
C -0.9971 -0.8816 1.0475
C 2.8119 2.1622 -3.9329
C 0.8677 -0.2748 -2.5744
C 1.6427 -5.2704 -9.5267
O -3.0092 -2.0311 3.7417
H 2.0120 2.6443 -3.2606
H 6.2736 1.5378 1.6609
H -7.4640 1.3562 -0.8506
H 0.8631 -2.9503 -3.1315
C -7.4812 -1.4107 -0.6621
H -4.3883 6.9818 0.5433
H -2.2827 -1.6619 5.7409
O 0.4614 -0.2071 -5.1289
H -2.0780 1.0300 1.4927
H 3.7553 2.4570 1.5808
H 4.3224 0.5680 -3.1558
H 2.2680 -2.5108 0.8779
H 0.4958 -5.5672 -3.8958
O -2.7948 0.6816 3.9353
C -3.5976 6.0067 2.3129
H 2.3121 2.0408 -4.9620
C -0.1740 -0.6471 -1.4816
H -5.3806 7.1891 2.0016
H 2.1805 -4.3455 -9.2946
C 1.8660 0.1843 1.9925
C -0.3001 -5.3031 -4.6797
H 2.2520 -3.4211 2.4735
C 1.5650 0.0724 0.4258
H -1.7445 3.5894 3.9236
O -2.6612 -1.2553 -1.9431
C -3.6117 -0.5841 1.3145
H -1.6203 6.8473 2.0246
C 4.9945 -0.0203 0.5154
H -2.3055 0.5298 -0.2531
N -0.8457 -1.5960 -3.5548
H 3.6963 -2.3492 2.1455
H 0.6458 -4.1723 -7.4292
C 6.1631 2.7258 6.6879
H -5.8662 0.7482 -1.3369
H -4.1188 -1.7706 5.6100
H -6.4521 -1.5724 -0.3246
C 0.1458 -0.4788 0.0208
H -3.8880 8.0997 1.8305
H 5.6061 0.5607 5.4239
H 5.0096 3.0329 0.3014
H 5.6394 0.2437 7.8240
H -2.1375 -4.1814 4.8218
C -4.3558 7.1312 1.6255
H 0.7539 -3.4161 -5.3631
C 3.2191 0.7035 -3.3963
H -1.3320 -1.9761 0.8932
O 0.2024 -5.0107 -7.6161
H -1.0913 -3.3003 -5.5580
C 0.2070 -5.2020 -9.0302
H 5.8431 -0.3588 -0.1939
H 4.6639 1.2782 -1.2532
H -6.9357 1.4449 -2.5444
C 1.8841 -1.2157 2.7742
H -3.5287 2.3314 2.7044
H 3.1778 3.1111 -0.0390
H 4.1557 3.7751 -3.1579
O 6.5505 0.7580 5.3593
H 4.9754 0.6005 2.7109
O -3.5975 6.2271 3.7227
C 5.7137 0.5608 1.8247
H -0.0249 -5.7825 -5.7002
C -3.1478 -2.1861 5.1831
O -5.2052 -0.4752 3.6895
C 2.2387 0.3074 -2.1807
H -7.9041 -2.3967 -0.8721
C -2.1635 5.9205 1.8133
H -8.0468 -0.9541 0.1543
H -5.8702 -1.2797 -2.6603
H 0.8860 -1.5449 3.2080
H -3.5469 -1.7021 1.0372
C 4.0022 2.5047 0.4710
```

Its SMILES is CCOP(=O)(CCCc1c2c(c(CCCF)c([C@@H](C)CC)c1[C@@H](I)[C@@H](C)I)C(=O)N([C@@H](Cl)CC)C2=O)OCC.CC(C)O.CC(C)O.CC(C)O.CC(C)O. The relative energy (zero: lowest compared OMol25 entry of this formula, charge and spin) comes out at 6.1534 eV. As for the frontier orbital gap: 7.892 eV.

***

Density functional theory data (ωB97M-V/def2-TZVPD) for a 5-piece molecular cluster, C40H74O14P2 overall at a distorted geometry.

Structure (XYZ):
```
130
C40H74O14P2, DFT ωB97M-V/def2-TZVPD
O -2.5479 -3.0694 4.1508
H 0.0413 0.9452 6.1252
H -1.6970 -6.7186 -0.4434
C 4.0534 -2.7219 7.7775
H -0.7342 -4.4738 5.9130
H 5.0402 -4.6131 8.2361
H 5.8735 -2.9378 6.6280
H 4.1504 0.3893 -2.1609
H 5.0750 -1.3899 6.4298
C -1.1308 0.3616 0.8935
C -4.6083 -6.9320 -3.8362
H -1.9227 5.7489 1.2291
C 2.5426 -0.6160 0.4147
H 4.8413 -0.8096 0.5851
H -2.9312 4.3050 1.7582
H -0.8169 -4.8313 0.9582
H 1.2120 -1.1957 6.2797
H -1.3855 7.1932 -5.0195
C -0.8730 -4.7116 4.8032
H 0.7626 0.7814 4.4489
H -4.3716 -10.3307 -4.4372
H -0.5040 -0.5632 1.1466
H -2.3221 3.7201 -1.2617
H -1.4019 2.3660 -4.6513
H 0.0269 1.4967 -0.6202
O 0.4493 6.8718 -5.8793
C -4.9762 -8.3843 -3.7446
H 0.9871 5.5838 0.8244
O -0.7353 -4.3005 -1.0182
O 0.0542 8.9885 -6.5248
H 3.4940 4.1424 -1.1545
C 0.9894 8.1106 -6.0613
C 1.4537 3.8493 -4.7110
H 2.5490 1.8673 -0.7004
O 1.4893 -4.7374 6.8766
C 4.0196 -0.6454 -0.1966
H -1.4067 6.1206 -6.4406
H 3.0632 5.0141 -3.7216
H 0.5156 2.2491 -5.9214
H -3.0515 -5.7248 -0.9427
H -5.1601 -6.4076 -4.6175
H 0.2259 3.1008 -1.9914
H 5.9673 -1.7314 7.9273
C -1.5096 -4.6518 0.1279
H -2.5331 9.2584 -5.7312
C -0.5787 -2.9480 -0.9770
H 4.0657 -1.5603 -0.8919
H 1.5951 4.4475 2.1830
H -2.7916 1.6021 3.1278
C 2.4099 4.1019 -3.4523
C -1.9129 4.7973 1.8591
C 3.3762 2.8931 -3.0676
C -0.9609 7.0202 -6.0134
H 2.8237 1.9010 -2.9114
H -2.6164 -3.2773 1.3870
H 3.9746 2.2352 0.4735
C -2.3386 -5.8897 -0.1320
H -1.6484 -5.5197 4.6175
C 4.0348 3.2326 -1.6124
C 3.6912 2.0016 -0.6037
H 2.0999 3.9896 -5.6564
P -0.5255 1.7105 2.1236
H 1.2634 -3.0421 4.7025
H -2.3056 9.9193 -7.3388
C -1.7345 1.7096 3.5800
C -0.6781 3.1056 -2.6901
C -2.2115 1.4080 -1.2579
O -4.9314 -7.4227 -0.5017
C 4.2744 -3.9375 8.6294
C -2.3214 -3.4094 0.3445
H 4.2370 2.7197 -3.8009
P -0.5725 3.6646 1.1517
H 3.5237 -1.9350 8.3262
H -4.4341 -9.0947 -5.7114
H -0.5010 1.0584 -3.6024
H -2.9328 1.5559 -0.3696
C -0.5112 2.1426 -3.9537
H -1.6196 5.0736 2.9230
H -3.5365 -6.7610 -3.9780
C -1.5340 0.4979 4.6037
H -3.2116 -3.3523 -0.2897
O 2.1297 8.3904 -5.8409
H -0.6608 -0.1924 -1.1987
H -2.8812 2.8817 -2.7808
H -0.5705 -1.6212 6.1356
H 1.5440 1.5322 -4.5927
H -6.0487 -8.5402 -3.9063
H 1.4657 -1.5496 3.6653
H 5.5450 0.8101 -1.0589
H 0.6576 4.6701 -4.7698
O -4.6948 -8.6726 -2.3765
H -0.9218 7.9239 -7.9750
H -2.7516 0.6739 -1.9551
O 3.1721 -3.2237 6.7745
C -2.0697 2.8407 -1.9588
H 1.8179 4.0150 0.3528
C -4.8734 -7.5073 -1.6925
H -1.9637 -0.4971 4.2219
H -3.2095 8.4039 -7.1329
H -2.2294 0.1628 1.1157
C 0.7118 -2.1154 4.3233
O -0.4169 -2.4488 3.4700
C -4.1779 -9.2799 -4.6662
H 1.8189 4.4358 -2.5213
C -0.8603 0.7895 -0.6537
H -2.1641 0.7527 5.5341
H 0.1533 -4.9994 4.3764
H -3.1036 -9.1245 -4.5361
H -0.7339 4.1814 -3.1070
C 1.1297 4.4865 1.1413
H -1.7193 2.7467 4.0725
O 3.0121 -4.5934 8.5477
O 0.1909 -2.3347 -1.6595
O -4.9733 -6.4492 -2.5465
H 5.1624 3.4040 -1.6756
C 4.4159 0.6438 -1.0675
O -1.4153 -2.3855 -0.0599
H 4.5156 -3.6871 9.6633
C -2.3569 8.9846 -6.7748
C 2.4633 -4.2330 7.3546
C 0.8239 2.3832 -4.8172
C 0.3246 -1.1783 5.5601
H 2.3164 0.3191 1.0350
C -1.0681 8.2067 -6.9264
C 5.3178 -2.1631 7.1630
H -2.8894 -6.1882 0.7616
H 1.7311 -0.7656 -0.3880
C -0.0222 0.3384 5.1463
C -1.3175 -3.3286 4.1109
H 2.4564 -1.5029 1.1458
```

Its SMILES is CCCCCCCCCCCCCCCP(CCCCCOC(C)=O)#P(C)C.C[C@@H]1COC(=O)O1.C[C@@H]1COC(=O)O1.C[C@@H]1COC(=O)O1.C[C@@H]1COC(=O)O1. As for the frontier orbital gap: 7.243 eV.